A structure of composition C4H11NS, computed with ωB97M-V/def2-TZVPD.

For the molar mass, the calculation gives 105.21 Da. The value obtained for the energy relative to the best compared isomer or geometry (same formula, charge and spin) is 50.58 kcal per mole. Its HOMO energy is -7.11 eV. As for the LUMO energy: -0.1543 eV.

Structure (XYZ):
```
17
C4H11NS ωB97M-V/def2-TZVPD
C 0.346 2.988 -0.304
S -0.461 1.797 -1.494
H -0.472 3.581 0.282
H 0.938 2.502 0.404
H 1.006 3.677 -0.808
C 1.460 -1.288 0.315
C 0.132 -1.639 -0.307
C -1.965 -1.054 0.682
N -0.927 -0.671 0.003
H 1.748 -0.250 0.053
H 1.531 -1.448 1.359
H 2.238 -1.926 -0.232
H 0.248 -1.641 -1.367
H -0.284 -2.649 -0.065
H -2.808 -0.410 0.881
H -1.878 -2.040 1.106
H -0.853 0.473 -0.508
```

Mulliken population analysis, charges in e, atoms 1 to 5:
1. C -0.732
2. S -0.470
3. H 0.213
4. H 0.243
5. H 0.278



A cluster of 2 separate species, C4H11NS in total, computed with ωB97M-V/def2-TZVPD.

For the molar mass, the calculation gives 105.21 Da. The SMILES is C=CN.CSC. The value obtained for the energy relative to the best compared isomer or geometry (same formula, charge and spin) is 24.50 kcal per mole. Its HOMO energy is -8.24 eV. As for the LUMO energy: 0.9874 eV.

Structure (XYZ):
```
17
C4H11NS ωB97M-V/def2-TZVPD
C -1.295 -1.091 -0.785
S -2.509 -0.330 0.296
C -3.369 0.735 -0.902
H -0.278 -0.745 -0.636
H -1.547 -1.188 -1.841
H -1.233 -2.140 -0.451
H -3.688 0.091 -1.711
H -4.213 1.203 -0.431
H -2.728 1.529 -1.290
C 2.767 0.404 2.148
C 2.730 -0.175 0.950
N 2.127 0.310 -0.216
H 2.377 1.397 2.358
H 3.301 -0.145 2.910
H 3.128 -1.167 0.811
H 1.868 1.278 -0.134
H 2.561 0.032 -1.078
```

Mulliken population analysis, charges in e, atoms 1 to 5:
1. C -0.565
2. S -0.070
3. C -0.807
4. H 0.047
5. H 0.292



- Which formula does entry 1 have?
  C4H11NS



- The highest energy relative to the best compared isomer or geometry (same formula, charge and spin) belongs to which entry?
  number 1



- What is the formula in the second record?
  C4H11NS